DFT (ωB97M-V with the def2-TZVPD basis set) results for a molecular structure, C30H45NO3P2RuS.

ORCA input file:
```
! RIJCOSX wB97M-V def2-TZVPD def2/J DEFGRID3
* xyz 1 6
Ru 1.06525 -1.19384 0.70351
C -0.95203 -1.20274 2.44063
C -0.61246 -2.28361 1.53806
C 0.89837 -2.24689 3.33671
C -0.02593 -1.19966 3.52422
C 0.60319 -2.90107 2.07583
C -2.22039 -0.43935 2.46045
H -2.90224 -0.77610 1.67525
H -1.99895 0.62298 2.28504
H -2.73982 -0.52309 3.43507
C -0.08803 -0.31724 4.72140
H -0.71230 0.54776 4.49240
H 0.90554 0.06248 4.99892
H -0.51471 -0.82618 5.59900
C 1.97476 -2.67290 4.26378
H 1.85181 -3.71049 4.60623
H 1.93792 -2.05186 5.16186
H 2.97593 -2.58302 3.81153
C 1.12135 -4.20190 1.58543
H 1.29168 -4.91567 2.40029
H 2.08484 -4.01701 1.09685
H 0.43202 -4.67323 0.86466
C -1.54923 -2.83060 0.52835
H -2.18049 -3.65707 0.89067
H -0.97001 -3.17188 -0.32685
H -2.22465 -2.04023 0.18041
C -2.68812 2.07720 -0.51995
C -3.78815 1.34689 -0.72673
C -4.21801 0.73003 -2.03043
C -3.39366 -0.11910 -3.08926
C -1.87325 -0.02372 -3.25070
C -0.98432 0.16078 -2.04464
C -0.56941 1.60064 -1.79790
C -1.73119 2.55847 -1.54913
H -4.63763 1.52917 -2.65661
H -3.88759 0.19350 -4.02938
H -5.11395 0.13915 -1.78288
H -2.21488 2.80203 -2.50336
H -2.42944 2.38321 0.49724
H -4.55245 1.31316 0.05975
H -1.25032 3.44943 -1.12760
H 0.23579 1.70791 -1.03807
H -1.29634 -0.37649 -1.12807
H -0.10815 1.95175 -2.74929
H -3.66333 -1.18753 -2.93140
H -1.61624 -1.01259 -3.65729
P -0.88662 0.77008 -4.51477
C -0.66755 2.49595 -4.95743
C -1.71700 0.15914 -5.98588
P 0.79182 -0.76250 -2.37542
C 0.69605 0.05112 -4.13887
C 0.66718 -2.47882 -3.06760
C 2.49395 -0.27782 -2.01164
H 0.29922 2.90608 -4.64206
H -1.46376 3.19190 -4.66647
H -0.63421 2.51181 -6.05564
H -1.41670 0.85643 -6.76989
H -2.81159 0.18565 -5.89459
H -1.35701 -0.84355 -6.22855
H 2.89470 0.37533 -2.79713
H 3.08689 -1.19855 -1.97877
H 2.50936 0.21999 -1.03650
H 1.40118 0.88509 -4.21674
H 0.91368 -0.62257 -4.97843
H 1.55360 -3.02835 -2.71400
H 0.70272 -2.49055 -4.17265
H -0.26415 -2.97171 -2.73955
O 3.85109 -0.62330 1.83402
C 3.12379 0.33814 2.13223
N 1.82396 0.46443 1.58675
S 1.10314 2.02276 1.90662
O -0.18285 1.94656 2.55125
O 1.24126 2.84164 0.72164
C 2.32101 2.33481 3.14551
C 2.19195 3.20600 4.22849
C 3.20290 3.23522 5.20414
C 4.31619 2.37965 5.09435
C 4.39901 1.47098 4.03418
C 3.37683 1.43607 3.07406
H 1.30722 3.83949 4.30376
H 3.11335 3.92183 6.05337
H 5.10619 2.44135 5.84996
H 5.24238 0.78877 3.92825
*
```

Computed properties:
* ΔE to the lowest compared entry with this formula, charge and spin: 0.0 kcal per mole
* orbital gap (alpha / beta): 5.9418 / 6.0274 eV
* HOMO energy (alpha / beta): -8.28 / -9.68 eV
* total energy: -2625.9370 a.u.

Löwdin atomic charge list, values in e, 8 entries: atom 1 (Ru): 1.13, atom 2 (C): -0.24, atom 3 (C): -0.40, atom 4 (C): -0.21, atom 5 (C): -0.23, atom 6 (C): -0.35, atom 7 (C): -0.04, atom 8 (H): 0.06

***

DFT (ωB97M-V with the def2-TZVPD basis set) results for C21H20N2O5S in the gas phase.

ORCA input file:
```
! RIJCOSX wB97M-V def2-TZVPD def2/J DEFGRID3
* xyz 0 1
O -0.07672 -1.58181 -1.73898
C 0.69627 -2.06999 -0.92665
N 2.05224 -1.97016 -1.07284
C 2.97231 -1.91897 0.04327
H 3.96895 -2.16550 -0.32967
C 2.96150 -0.49488 0.60829
N 3.30096 0.45534 -0.42785
S 3.42077 2.03937 0.13774
O 4.25002 2.00404 1.30408
O 3.80769 2.85458 -0.97207
C 1.72583 2.36310 0.59528
C 1.28811 1.98097 1.85152
C -0.06666 1.90166 2.10907
C -0.98292 2.17413 1.09201
C -0.53264 2.62923 -0.14794
C 0.82408 2.71675 -0.39388
H 1.19969 3.06383 -1.34349
H -1.24710 2.88798 -0.91495
O -2.30140 2.02797 1.38525
C -3.17121 1.58433 0.40938
C -4.48056 2.04627 0.47061
C -5.41635 1.57760 -0.43284
C -5.05441 0.65122 -1.39695
C -3.75108 0.18673 -1.44852
C -2.80579 0.64540 -0.54872
H -1.79479 0.26680 -0.59357
H -3.45630 -0.54165 -2.18846
H -5.78664 0.28974 -2.10266
H -6.43196 1.94060 -0.38362
H -4.74561 2.76499 1.23014
H -0.43711 1.59933 3.07587
H 2.02068 1.74794 2.60828
C 2.51260 0.34062 -1.63810
H 1.46500 0.62814 -1.46043
C 2.51514 -1.10229 -2.14145
H 3.52019 -1.41535 -2.42786
H 1.83485 -1.19700 -2.98825
H 2.95204 1.02153 -2.36666
H 1.95573 -0.29603 1.01792
H 3.69922 -0.37235 1.40169
H 2.69570 -2.63259 0.81491
C 0.14446 -2.83809 0.20067
C -1.17439 -2.86297 0.58691
C -1.25598 -3.76274 1.66916
C 0.00977 -4.22855 1.86138
O 0.86126 -3.67739 0.98655
H 0.41717 -4.93083 2.56206
H -2.13238 -4.02843 2.22289
H -1.97025 -2.30258 0.14146
*
```

Computed properties:
* ΔE to the lowest compared entry with this formula, charge and spin: 31.4 kcal per mole
* orbital gap: 9.3577 eV
* HOMO energy: -8.80 eV
* total energy: -1696.1151 a.u.
* SMILES string: O=C(c1ccco1)N1CCN(S(=O)(=O)c2ccc(Oc3ccccc3)cc2)CC1

natural (NBO) atomic charge list, values in e, 8 entries: atom 1 (O): -0.63, atom 2 (C): 0.64, atom 3 (N): -0.43, atom 4 (C): -0.23, atom 5 (H): 0.21, atom 6 (C): -0.25, atom 7 (N): -0.66, atom 8 (S): 2.33

***

DFT (ωB97M-V with the def2-TZVPD basis set) results for a molecular structure, C4H14N6.

ORCA input file:
```
! RIJCOSX wB97M-V def2-TZVPD def2/J DEFGRID3
* xyz 2 1
C 6.70246 -0.40607 -0.58738
C 0.50209 -1.30340 0.99792
C 0.74788 -0.45744 -0.31387
C 3.06696 0.34688 -0.24416
N 6.50410 -1.60643 -0.61474
N 5.02241 1.53508 0.50600
N 3.94000 0.96612 0.36074
N 6.54967 0.77511 -0.35013
N -12.07617 0.65254 -0.26948
N 1.75599 0.57132 -0.11838
H 0.07643 -0.56858 1.61524
H -0.27672 -1.92934 0.82010
H 1.21761 -1.85118 1.47876
H -0.11382 0.20294 -0.40331
H 0.90931 -1.07701 -1.17373
H 3.18974 -0.30612 -1.10683
H 7.17802 -2.17072 -0.09334
H 5.48546 1.25638 1.48179
H 6.87743 1.52546 -0.97203
H -12.30453 1.42117 0.31785
H -12.12039 -0.20538 0.19358
H -12.89378 0.56160 -0.93397
H -11.23714 0.74633 -0.93091
H 1.29700 1.32076 0.34030
*
```

Computed properties:
* ΔE to the lowest compared entry with this formula, charge and spin: 66.6 kcal per mole
* orbital gap: 8.3575 eV
* HOMO energy: -14.10 eV
* total energy: -488.6198 a.u.

natural (NBO) atomic charge list, values in e, 8 entries: atom 1 (C): 0.67, atom 2 (C): -0.62, atom 3 (C): -0.21, atom 4 (C): 0.28, atom 5 (N): -0.62, atom 6 (N): -0.12, atom 7 (N): -0.15, atom 8 (N): -0.66

***

DFT (ωB97M-V with the def2-TZVPD basis set) results for C2H3F3N2 in the gas phase.

ORCA input file:
```
! RIJCOSX wB97M-V def2-TZVPD def2/J DEFGRID3
* xyz 0 1
C 0.03703 0.64296 0.54413
C -0.41161 -0.80298 0.50589
N 0.75303 0.32667 -1.50341
N 0.34154 1.17354 -0.70346
F -1.40809 -0.88631 -0.46797
F -0.91856 -1.17381 1.66352
F 0.48782 -1.71368 0.12341
H -0.81781 1.26632 1.08994
H 1.01773 0.60096 1.23908
H 0.91893 0.56634 -2.49113
*
```

Computed properties:
* ΔE to the lowest compared entry with this formula, charge and spin: 43.9 kcal per mole
* orbital gap: 9.6714 eV
* HOMO energy: -9.40 eV
* total energy: -487.0549 a.u.
* SMILES string: [H]/N=N/CC(F)(F)F

natural (NBO) atomic charge list, values in e, 8 entries: atom 1 (C): -0.36, atom 2 (C): 0.97, atom 3 (N): -0.33, atom 4 (N): -0.14, atom 5 (F): -0.36, atom 6 (F): -0.31, atom 7 (F): -0.31, atom 8 (H): 0.25

***

DFT (ωB97M-V with the def2-TZVPD basis set) results for 2 unconnected molecules or ions with the total composition C4H9O2.

ORCA input file:
```
! RIJCOSX wB97M-V def2-TZVPD def2/J DEFGRID3
* xyz -1 1
C -1.35759 -0.80717 1.02047
C 0.09010 -1.07691 1.46095
H -1.47389 -1.03216 -0.04056
H -2.03946 -1.49311 1.50801
H -1.68749 0.21166 1.21867
H 0.79013 -0.90911 0.63945
H 0.42031 -0.23738 2.10338
H 0.19169 -1.96426 2.07413
C 0.67628 1.67573 -1.19059
C 0.74058 0.21295 -1.73840
O -0.28509 -0.21850 -2.29748
O 1.83665 -0.36238 -1.53081
H 1.02326 1.65709 -0.16146
H -0.32945 2.07462 -1.31314
H 1.40397 2.26893 -1.75260
*
```

Computed properties:
* ΔE to the lowest compared entry with this formula, charge and spin: 6.3 kcal per mole
* orbital gap: 8.1172 eV
* HOMO energy: -3.93 eV
* total energy: -308.3348 a.u.

natural (NBO) atomic charge list, values in e, 8 entries: atom 1 (C): -0.62, atom 2 (C): -0.64, atom 3 (H): 0.24, atom 4 (H): 0.18, atom 5 (H): 0.19, atom 6 (H): 0.26, atom 7 (H): 0.18, atom 8 (H): 0.19

***

DFT (ωB97M-V with the def2-TZVPD basis set) results for 3 unconnected molecules or ions with the total composition C19H26BN3O5.

ORCA input file:
```
! RIJCOSX wB97M-V def2-TZVPD def2/J DEFGRID3
* xyz 0 1
C -4.05382 -4.20487 -0.94586
C -2.72852 -4.92882 -0.94407
O -2.40466 -5.53814 -0.01154
O -1.93758 -4.92154 -2.03563
C -1.71308 -3.61687 -2.60263
C -1.01551 -2.67792 -1.63558
C -1.68544 -1.32761 -1.34971
C -0.43581 -0.56822 -0.90305
B -0.52379 0.93609 -0.42268
O -1.75423 1.41424 0.04542
N 0.63814 1.82100 -0.41288
C 0.94551 1.96224 1.03872
C 0.30340 3.14178 -0.98901
C 0.41556 -0.92561 -2.12007
O 1.04203 -0.28010 -2.81709
O 0.20549 -2.27212 -2.27342
H -4.35280 -4.03822 0.07566
H -4.78980 -4.83432 -1.43752
H -4.02239 -3.25582 -1.46387
H -1.04141 -3.78236 -3.42837
H -2.63780 -3.22201 -3.01202
H -0.83405 -3.08668 -0.64347
H -2.56748 -1.31680 -0.72003
H -1.99752 -0.86331 -2.28791
H 0.02531 -1.13000 -0.07484
H -2.01720 0.85451 0.78876
H 0.79929 0.99995 1.53252
H 1.95649 2.31481 1.19337
H 0.23324 2.65387 1.48758
H -0.71678 3.22563 -1.36007
H 0.97696 3.30270 -1.82814
H 0.48345 3.95268 -0.29295
N 0.89731 -4.21644 1.73790
C -0.23106 -4.85821 2.05366
C -0.52423 -5.30634 3.33386
C 0.40294 -5.08347 4.33817
C 1.58055 -4.42238 4.02745
C 1.77625 -4.01036 2.71852
H -0.92710 -5.01316 1.23497
H -1.45569 -5.81807 3.53449
H 0.21150 -5.42004 5.34970
H 2.33059 -4.22936 4.78244
H 2.68179 -3.48620 2.43105
N 2.00612 6.11189 0.18156
C 1.99246 7.28868 0.80647
C 2.48044 8.46302 0.25496
C 3.01828 8.41480 -1.01943
C 3.04416 7.20238 -1.68730
C 2.52668 6.08689 -1.04728
H 1.56563 7.28048 1.80374
H 2.43966 9.38952 0.81123
H 3.41135 9.30941 -1.48600
H 3.45554 7.12121 -2.68412
H 2.52246 5.11893 -1.53581
*
```

Computed properties:
* ΔE to the lowest compared entry with this formula, charge and spin: 0.0 kcal per mole
* orbital gap: 8.8902 eV
* HOMO energy: -8.60 eV
* total energy: -1304.9272 a.u.
* SMILES string: CC(=O)OC[C@@H]1C[C@H](B(O)N(C)C)C(=O)O1.c1ccncc1.c1ccncc1

natural (NBO) atomic charge list, values in e, 8 entries: atom 1 (C): -0.74, atom 2 (C): 0.81, atom 3 (O): -0.56, atom 4 (O): -0.51, atom 5 (C): -0.10, atom 6 (C): 0.05, atom 7 (C): -0.40, atom 8 (C): -0.73